The molecule C2H4N2Se in a non-equilibrium geometry. Source: the OMol25 dataset; level of theory: ωB97M-V/def2-TZVPD.

Geometry (Å):
Se (1.1529, 1.8802, -2.6265)
N (-0.0266, 0.4795, 0.4629)
N (-0.4977, 0.6317, -0.6134)
C (0.1089, 0.3167, -1.8757)
C (-0.3436, 0.1449, 1.6003)
H (-0.8010, -0.0419, -2.4826)
H (0.7202, -0.4817, -1.7262)
H (-0.9879, -0.7210, 1.8055)
H (0.4823, 0.2875, 2.2823)

Atoms 1-6, force components in eV/Å:
-1.0 -0.7 0.9
-0.3 0.7 -2.1
-0.3 2.2 -2.3
-2.6 0.5 -1.2
1.4 -2.5 3.6
1.4 1.0 0.4

As for the relative energy (zero: lowest compared OMol25 entry of this formula, charge and spin): 81.5 kcal per mole. The total energy is -70459.9600 eV. For the frontier orbital gap (alpha / beta), the calculation gives 5.2 / 5.2 eV. As for the LUMO energy (alpha / beta): -2.197 / -2.189 eV.


The ion C2H4N3 with charge +1 in a non-equilibrium geometry. Source: the OMol25 dataset; level of theory: ωB97M-V/def2-TZVPD.

Geometry (Å):
N (2.3638, 0.0025, 0.0874)
N (-1.1480, -1.0164, 0.0482)
N (-0.0162, -0.2534, -0.3082)
C (1.2258, -0.2086, -0.0588)
C (-1.2195, 0.4165, 0.1444)
H (-1.7685, 1.2450, -0.4859)
H (-1.1043, 0.9842, 1.1867)
H (3.3112, 0.4051, 0.0598)
H (-1.6443, -1.5749, -0.6734)

Atoms 1-6, force components in eV/Å:
-0.9 0.2 -0.1
-1.0 -0.6 1.6
-0.1 0.4 -2.0
1.8 0.5 0.6
-0.6 3.7 1.7
1.1 -2.5 0.2

As for the relative energy (zero: lowest compared OMol25 entry of this formula, charge and spin): 94.4 kcal per mole. The net charge is +1. The total energy is -6597.3747 eV. For the frontier orbital gap, the calculation gives 10.4 eV. As for the LUMO energy: -4.940 eV.


A cluster of 2 separate species, C2H4N3 in total in a non-equilibrium geometry. Source: the OMol25 dataset; level of theory: ωB97M-V/def2-TZVPD.

Geometry (Å):
N (2.8196, 0.0070, 0.0228)
N (-1.3614, 0.6659, -0.4806)
N (-0.7574, 0.7583, 0.6090)
C (-1.5074, -0.4586, 0.3892)
C (1.6556, 0.1100, -0.0221)
H (-1.1491, 0.9654, -1.4174)
H (-2.3871, -0.6993, 0.9771)
H (3.7521, 0.0990, -0.2406)
H (-1.0650, -1.4477, 0.1626)

Atoms 1-6, force components in eV/Å:
-3.1 0.3 -0.1
0.3 -1.1 2.1
0.4 0.9 -1.2
-0.9 -2.8 0.0
1.5 -0.4 0.3
-0.2 0.8 -0.6

As for the relative energy (zero: lowest compared OMol25 entry of this formula, charge and spin): 115.2 kcal per mole. The net charge is +1. The total energy is -6596.4694 eV. For the frontier orbital gap (alpha / beta), the calculation gives 9.3 / 9.3 eV. As for the LUMO energy (alpha / beta): -7.013 / -7.013 eV.


The ion C2H4N3O with charge +1 in a non-equilibrium geometry. Source: the OMol25 dataset; level of theory: ωB97M-V/def2-TZVPD.

Geometry (Å):
O (-2.3414, -0.0332, -0.0616)
N (0.9319, 0.6852, 0.0142)
N (-0.3994, 1.0552, -0.0108)
N (-1.1640, -0.1053, -0.1166)
C (-0.2851, -1.1148, -0.0825)
C (0.9819, -0.6206, 0.1409)
H (-0.7759, -2.1365, -0.2005)
H (-0.5828, 2.0026, 0.2725)
H (1.6810, 1.3357, -0.2522)
H (1.9537, -1.0682, 0.2966)

Atoms 1-6, force components in eV/Å:
-1.8 -0.5 -0.4
-1.3 1.1 0.9
2.5 -0.5 -1.3
1.7 3.1 1.2
-0.9 -3.5 0.2
0.6 -0.6 -1.2

As for the relative energy (zero: lowest compared OMol25 entry of this formula, charge and spin): 84.2 kcal per mole. The net charge is +1. The total energy is -8645.2617 eV. For the frontier orbital gap (alpha / beta), the calculation gives 9.6 / 9.6 eV. As for the LUMO energy (alpha / beta): -5.396 / -5.396 eV.


A cluster of 2 separate species, C2H4N3O in total in a non-equilibrium geometry. Source: the OMol25 dataset; level of theory: ωB97M-V/def2-TZVPD.

Geometry (Å):
O (1.4285, 0.1872, 0.1001)
N (1.2130, 0.6871, 2.3538)
N (-1.5040, 0.2805, 0.1296)
N (-0.2137, -0.5093, -1.7462)
C (-0.9757, -0.2455, -0.7579)
C (1.4186, 0.5245, 1.2375)
H (-2.3254, 0.2743, 0.7861)
H (-0.1116, 0.2298, -2.4025)
H (1.5431, 1.0546, 3.1542)
H (0.4681, -1.3847, -1.9353)

Atoms 1-6, force components in eV/Å:
0.7 0.7 0.8
-1.7 -0.3 1.4
-1.7 -0.7 1.7
1.3 -3.2 -1.0
1.0 0.3 -0.3
0.3 -1.6 -4.7

As for the relative energy (zero: lowest compared OMol25 entry of this formula, charge and spin): 23.6 kcal per mole. The net charge is +1. The total energy is -8647.8894 eV. For the frontier orbital gap, the calculation gives 10.5 eV. As for the LUMO energy: -4.540 eV.


A cluster of 2 separate species, C2H4N3O in total in a non-equilibrium geometry. Source: the OMol25 dataset; level of theory: ωB97M-V/def2-TZVPD.

Geometry (Å):
O (-2.7014, 0.6524, 1.0456)
N (1.1777, -0.2292, 1.3054)
N (-1.5784, 0.0970, -0.9641)
N (1.5734, -0.5229, -1.0751)
C (1.3181, -0.3882, 0.0421)
C (-2.2838, 0.4899, -0.0483)
H (0.4778, 0.4897, 1.6075)
H (1.9467, -0.6261, -2.0197)
H (-1.8767, 0.2651, -1.8974)
H (1.9466, -0.2277, 2.0041)

Atoms 1-6, force components in eV/Å:
0.3 0.3 -2.3
0.8 2.0 0.3
-0.3 0.5 0.1
2.2 -1.1 -9.6
-3.4 1.0 8.3
0.1 -0.8 3.1

As for the relative energy (zero: lowest compared OMol25 entry of this formula, charge and spin): 26.8 kcal per mole. The net charge is +1. The total energy is -8642.5092 eV. For the frontier orbital gap (alpha / beta), the calculation gives 7.6 / 4.6 eV. As for the LUMO energy (alpha / beta): -3.932 / -10.088 eV. The expectation value of S² is 2.02. Its spin multiplicity is 3.


The molecule C2H4N3OP in a non-equilibrium geometry. Source: the OMol25 dataset; level of theory: ωB97M-V/def2-TZVPD.

Geometry (Å):
P (-1.2907, -1.0206, 1.1541)
O (-2.5112, -0.4323, 0.3426)
N (1.8973, 0.8908, 0.0797)
N (1.1332, 0.2375, 0.9271)
N (1.5853, 0.8422, -1.1796)
C (0.1184, -0.1714, 0.2089)
C (0.4061, 0.1972, -1.1537)
H (-0.2053, -0.0324, -2.0442)
H (2.7000, 1.3549, 0.5349)
H (-2.8463, 0.3982, 0.6818)
H (-0.9868, -2.2642, 0.4485)

Atoms 1-6, force components in eV/Å:
3.3 -0.6 0.1
-1.9 0.2 -1.6
2.1 0.0 2.1
-0.1 1.0 0.7
-1.5 0.0 -0.6
-0.7 -0.7 -0.6

As for the relative energy (zero: lowest compared OMol25 entry of this formula, charge and spin): 10.3 kcal per mole. The total energy is -17944.0698 eV. For the frontier orbital gap, the calculation gives 9.9 eV. As for the LUMO energy: 0.695 eV.


The ion C2H4N3S with charge +1 in a non-equilibrium geometry. Source: the OMol25 dataset; level of theory: ωB97M-V/def2-TZVPD.

Geometry (Å):
S (0.2243, 0.6082, -0.7272)
N (2.0201, -0.6140, -0.5397)
N (-0.6850, 1.9610, -0.5146)
N (1.5268, -1.4931, -0.0051)
C (0.3525, -1.6635, 0.5945)
C (-0.4862, -0.6306, 0.2641)
H (-0.8546, 2.3210, 0.4168)
H (-1.5021, -0.5607, 0.6072)
H (-0.7748, 2.6196, -1.2734)
H (0.1790, -2.5480, 1.1773)

Atoms 1-6, force components in eV/Å:
-1.2 0.3 0.5
1.4 -0.7 -0.3
-0.2 -0.4 0.6
1.8 0.8 -0.8
-2.4 0.2 0.6
0.5 -0.1 -0.4

As for the relative energy (zero: lowest compared OMol25 entry of this formula, charge and spin): 37.9 kcal per mole. The net charge is +1. The total energy is -17434.0954 eV. For the frontier orbital gap, the calculation gives 8.2 eV. As for the LUMO energy: -6.094 eV.


The molecule C2H4N4. Source: the OMol25 dataset; level of theory: ωB97M-V/def2-TZVPD.

Geometry (Å):
N (-1.3544, -0.6065, 0.3312)
N (-0.0893, -1.0984, 0.2882)
N (-0.1522, 1.0808, -0.3472)
N (1.9434, -0.0782, -0.3992)
C (-1.3688, 0.6787, -0.0449)
C (0.5882, -0.0458, -0.1340)
H (2.3823, 0.8226, -0.2884)
H (2.4296, -0.8263, 0.0689)
H (-2.1108, -1.2081, 0.6170)
H (-2.2680, 1.2812, -0.0918)

Atoms 1-6, force components in eV/Å:
-0.2 0.0 0.0
0.2 0.3 -0.1
-0.1 -0.2 0.1
-0.1 0.0 0.1
-0.1 0.0 0.0
0.1 -0.1 0.0

As for the relative energy (zero: lowest compared OMol25 entry of this formula, charge and spin): 0.0 kcal per mole. The total energy is -8099.3141 eV. For the frontier orbital gap, the calculation gives 9.7 eV. As for the LUMO energy: 1.034 eV.


The molecule C2H4N4. Source: the OMol25 dataset; level of theory: ωB97M-V/def2-TZVPD.

Geometry (Å):
N (-0.6850, 1.4186, 0.2523)
N (0.5226, 1.0193, -0.4257)
N (-0.8042, 0.5023, 1.3386)
N (0.6644, -1.1909, -1.2181)
C (0.5363, -0.3577, -0.2718)
C (-0.0096, -0.4721, 1.1130)
H (0.5712, 1.3695, -1.3731)
H (0.5098, -2.1360, -0.8770)
H (0.1425, -1.2698, 1.8304)
H (-1.4480, 1.1169, -0.3687)

Atoms 1-6, force components in eV/Å:
0.0 0.3 0.1
0.1 -0.1 -0.3
0.3 -0.3 0.0
0.2 0.0 0.4
-0.2 -0.1 -0.3
-0.2 0.1 0.1

As for the relative energy (zero: lowest compared OMol25 entry of this formula, charge and spin): 64.1 kcal per mole. The total energy is -8096.5361 eV. For the frontier orbital gap, the calculation gives 10.0 eV. As for the LUMO energy: 0.588 eV.